Formula: C31H65N3NbO5
Source: the Open Molecules 2025 dataset
Level of theory: ωB97M-V/def2-TZVPD

```
! wB97M-V def2-TZVPD RIJCOSX def2/J DEFGRID3
* xyz -1 3
H 1.825 -1.663 -5.848
H -1.324 -8.584 2.139
C -2.284 -6.762 2.663
O 0.164 0.079 1.118
H 0.600 3.180 -0.469
H -0.945 -4.044 -2.056
H -2.327 6.860 1.702
C -4.262 -5.713 3.510
C 3.118 -0.149 -4.145
H -4.638 -4.459 5.215
H 3.512 3.885 -3.353
C 0.855 3.761 2.181
H -2.779 -8.207 1.148
C -0.919 -2.053 0.299
H -0.206 -4.738 2.512
H 1.082 -1.799 1.053
H 0.729 2.714 2.451
H -1.735 3.163 2.476
C 3.264 2.853 -3.600
N -3.404 -5.932 2.339
H -1.053 5.104 3.851
H -0.445 1.211 -2.628
C -0.315 3.134 0.125
H -2.983 -4.355 4.607
C 1.028 6.790 2.521
O -0.723 5.696 -0.446
H 0.703 8.011 0.084
C -4.031 -4.429 4.307
H 3.118 2.329 -2.657
H -2.746 5.257 3.454
H -0.391 2.136 0.550
C -0.295 4.158 1.244
H -2.438 4.228 1.270
H 0.841 6.332 3.490
H 0.749 -6.889 1.512
N 2.091 1.701 -5.501
Nb -0.428 -4.225 -0.287
C -0.188 7.965 0.712
C -1.625 4.138 1.997
C 0.538 -4.741 1.706
H 0.060 -5.926 -0.869
C -1.745 5.267 3.019
H 1.281 7.834 2.705
C -2.518 -4.991 0.196
H 3.278 -6.819 1.160
H -1.471 7.413 3.133
H -5.309 -5.776 3.194
H -1.523 -2.040 1.216
H 3.180 0.353 -3.186
N -0.089 5.524 0.660
C -0.106 0.036 2.433
C 2.016 2.820 -4.505
H 0.689 -0.377 4.355
H 3.020 -1.214 -3.938
H -4.310 -3.536 3.747
H 1.903 6.314 2.080
C 1.966 4.132 -5.278
H 2.375 -5.964 -0.129
C 1.928 0.297 -5.005
H 1.230 -3.908 1.906
H 1.647 -6.164 2.832
H 2.831 4.234 -5.935
H -1.062 8.015 0.069
C -3.036 -4.712 1.599
H 1.815 3.866 1.673
O -1.139 0.494 2.884
C -1.493 6.629 2.371
H -1.162 3.273 -0.545
H -1.506 -1.620 -0.526
H 0.892 4.329 3.106
C 1.874 -0.635 -6.207
H -1.274 -7.341 0.870
H -3.953 -4.121 1.505
H -0.224 0.342 -4.870
H 1.074 -1.606 3.141
H 0.785 3.400 -2.852
C 0.632 0.208 -4.201
H 1.222 -3.573 -0.835
C 1.354 -6.017 1.782
C 0.332 -1.261 0.464
H 1.002 -0.446 -6.828
O 1.412 1.934 -6.569
C -1.899 -7.801 1.647
C 2.624 -5.973 0.932
C -0.187 6.708 1.572
H 4.057 0.009 -4.678
H 0.552 -0.795 -3.778
O -1.697 -6.666 3.730
H 2.766 -0.525 -6.825
C 0.537 1.264 -3.100
C 0.979 -0.531 3.317
H -2.336 -4.108 2.189
H 1.066 4.213 -5.882
H -0.119 2.934 -4.281
H 1.942 -0.066 3.098
H -2.532 -6.052 -0.049
H 1.973 4.953 -4.560
H -4.097 -6.546 4.197
C 0.745 2.669 -3.664
H 0.800 -1.047 -0.499
H 3.182 -5.057 1.152
H -3.166 -4.505 -0.542
H -0.195 8.835 1.371
H 4.129 2.421 -4.103
H 1.261 1.058 -2.307
*
```

Results
* orbital gap (alpha / beta): 7.4 / 7.4 eV
* LUMO energy (alpha / beta): 0.0822 / 0.0801 hartree
* HOMO energy (alpha / beta): -5.18 / -5.18 eV

These are the Mulliken partial charges, in e, on atoms 1 to 8:
1 H 0.423
2 H 0.443
3 C 0.816
4 O -0.025
5 H 0.461
6 H -0.010
7 H 0.404
8 C -0.606

=====

Formula: C31H65NO13S
Source: the Open Molecules 2025 dataset
Level of theory: ωB97M-V/def2-TZVPD

```
! wB97M-V def2-TZVPD RIJCOSX def2/J DEFGRID3
* xyz 0 1
C 2.889 -1.515 -2.598
H 0.696 2.584 -1.695
O 2.344 -3.451 4.979
H -7.089 -4.955 3.378
H 5.161 -3.591 5.028
H -3.027 -4.693 -0.765
H -1.285 7.416 -3.920
O -4.826 4.472 -3.157
H 5.203 -4.643 3.658
C -4.841 6.324 -1.681
H -2.905 3.132 -3.398
O -3.194 -6.006 0.792
C 2.393 -1.769 -4.023
C 1.689 4.218 -0.454
C 2.231 5.321 -2.864
H 0.334 -0.471 -0.749
C 0.781 -1.234 -1.399
C 0.126 -1.773 -4.775
C -5.079 4.746 -1.764
C 4.088 -1.514 3.550
H -0.812 -1.910 -4.230
H -4.872 -2.971 3.529
C -2.476 7.130 -1.946
H -5.854 -6.188 3.680
H -1.294 -6.364 1.585
H -0.833 8.562 -2.526
H 1.546 4.466 -3.199
H -5.722 7.035 -1.793
O 1.153 -2.458 -4.077
H 2.533 2.309 -1.436
H -2.812 8.116 -1.444
H -4.334 6.520 -0.681
C -2.610 -5.710 3.166
H 0.625 4.644 -0.341
H 0.327 -3.782 4.734
C -2.459 4.192 -3.289
H 3.733 4.746 -1.287
H 1.867 -5.281 -0.276
C -2.354 -6.442 1.849
C 4.583 -0.798 4.807
H 0.313 -0.699 -4.860
H 2.677 6.186 -0.843
C -2.499 -5.561 -0.361
H -2.897 -3.698 1.294
C 1.148 -3.249 4.245
C 4.623 -3.832 4.112
C 3.234 -4.400 4.410
H 2.772 -3.771 0.057
O -2.370 -4.302 3.200
C 5.554 -1.774 6.758
H 4.007 0.129 4.913
O -5.292 -4.687 2.410
C 2.274 -4.365 -0.715
S -4.095 5.632 -5.353
O -1.394 4.254 -4.308
H 2.114 4.176 0.613
H 2.073 7.557 -2.544
H 5.633 -0.513 4.679
C 1.562 2.702 -0.961
C 1.435 6.733 -3.025
H -5.707 -4.610 4.467
H 3.350 -5.201 5.148
H -3.603 -5.923 3.559
N -1.711 3.356 -5.302
H -2.179 6.434 -1.091
O 4.380 -1.546 5.996
H 1.200 -2.450 0.336
C -4.655 -3.426 2.553
H 2.355 -0.821 -4.577
H 3.165 -2.444 -2.100
H 4.277 -0.841 2.704
H 5.590 -1.072 7.596
C -3.653 5.216 -3.595
H -3.106 6.400 -5.948
H 3.831 -0.962 -2.686
C 0.713 -2.559 -0.639
C 2.659 5.143 -1.326
H 0.147 -1.246 -2.285
O 1.240 -3.653 -1.375
H 3.161 5.327 -3.528
H 3.024 -4.647 -1.459
H 2.816 -4.853 3.501
O 4.715 -2.747 3.194
O -5.366 3.932 -0.876
H 3.006 -1.643 3.561
H -1.470 -5.257 -0.142
H -0.228 5.412 -2.298
H 1.229 6.995 -4.115
H 1.229 -3.565 3.201
H 6.468 -1.691 6.162
H -5.084 -2.771 1.787
O -1.268 3.804 -6.322
C 0.029 6.534 -2.251
C -3.722 6.631 -2.817
C -6.019 -5.115 3.549
H -2.052 4.249 -2.225
C -3.142 -3.478 2.333
H 3.128 -2.408 -4.525
O 2.071 -0.726 -1.739
H 0.235 6.829 -1.153
C -1.151 7.483 -2.788
H -2.503 -6.348 -1.120
H -2.570 -7.505 2.008
H -0.343 -2.784 -0.449
H 0.007 -2.212 -5.770
H 1.376 2.038 -0.046
H -2.766 -2.461 2.492
H 0.913 -2.181 4.257
H -1.923 -6.137 3.907
H -4.091 7.357 -3.618
H 5.507 -2.788 7.163
*
```

Results
* orbital gap: 9.0 eV
* LUMO energy: -0.0031 hartree
* SMILES: CCCCCCCC[C@@H]1CC(=O)O[C@]1(S)CON=O.COCCOCCOC.COCCOCCOC.COCCOCCOC
* HOMO energy: -9.05 eV

These are the Mulliken partial charges, in e, on atoms 1 to 8:
1 C -0.256
2 H 0.103
3 O -0.340
4 H 0.253
5 H 0.016
6 H 0.260
7 H 0.285
8 O -0.499